[1]
91
Properties=species:S:1:pos:R:3:forces:R:3:mulliken_charge:R:1 method="wB97M-V/def2-TZVPD" total_charge=-1
Au 0.3668 -0.0282 -0.6357 -0.67 0.97 0.77 1.67
C -3.3754 0.6989 -2.3128 -0.06 0.05 -0.01 -0.98
Si -2.9896 -0.8907 -1.4074 -0.11 -0.10 0.05 0.04
C -2.3240 -2.1593 -2.6177 -0.02 -0.06 -0.11 -0.87
C -4.6035 -1.5449 -0.6568 -0.04 0.03 -0.05 -1.12
N -1.8720 -0.5801 -0.1124 0.04 -0.28 0.18 -0.37
P -1.2938 -1.5607 1.0278 -0.15 -0.11 -0.61 2.06
C 0.3495 -1.1515 1.1614 0.36 -0.35 -0.49 -2.06
P 1.0749 0.0945 2.0477 0.20 -0.11 0.09 2.10
N 1.3557 1.1828 0.8831 0.26 0.18 0.01 -0.51
Si 2.8357 2.0249 0.4615 0.14 -0.11 0.15 0.07
C 2.5858 3.2567 -0.9130 -0.15 0.05 -0.13 -0.95
C 4.1618 0.8019 -0.0530 0.04 0.03 -0.08 -0.93
C 3.4039 2.9615 2.0033 0.02 0.02 0.00 -1.19
C 2.5522 -0.5681 2.8698 0.16 0.30 0.10 0.56
C 3.1742 0.1181 3.9159 0.03 -0.12 -0.02 -0.77
C 4.3663 -0.3501 4.4500 -0.05 -0.01 -0.04 -0.71
C 4.9454 -1.5061 3.9400 -0.02 0.02 0.01 -0.56
C 4.3300 -2.1950 2.9042 -0.04 -0.03 -0.04 -0.55
C 3.1366 -1.7287 2.3682 0.00 -0.01 0.06 -0.77
C 0.1319 0.8369 3.3983 0.00 0.15 0.03 0.43
C -0.4882 2.0652 3.1837 -0.04 -0.01 0.02 -0.73
C -1.2674 2.6366 4.1818 0.00 0.01 -0.02 -0.64
C -1.4330 1.9803 5.3932 0.02 -0.01 -0.01 -0.66
C -0.8212 0.7504 5.6094 0.01 0.00 0.00 -0.79
C -0.0372 0.1812 4.6180 0.00 0.01 0.00 -0.16
C -1.3991 -3.3025 0.5147 -0.16 -0.09 0.02 0.59
C -0.3882 -3.8160 -0.2966 0.02 -0.02 0.04 -0.81
C -0.4970 -5.0948 -0.8225 0.06 0.03 -0.01 -0.68
C -1.6105 -5.8744 -0.5385 -0.01 0.02 0.01 -0.53
C -2.6211 -5.3734 0.2712 0.04 0.08 0.00 -0.80
C -2.5183 -4.0893 0.7923 0.15 -0.03 -0.11 -0.54
C -2.1731 -1.5176 2.6045 -0.16 0.03 0.04 0.38
C -3.0905 -0.4986 2.8420 0.01 -0.02 0.05 -0.34
C -3.7549 -0.4314 4.0601 0.02 -0.01 -0.01 -0.72
C -3.5020 -1.3796 5.0422 -0.02 0.02 0.00 -0.57
C -2.5785 -2.3930 4.8136 0.02 -0.03 -0.03 -0.79
C -1.9143 -2.4642 3.5971 -0.08 0.07 0.01 -0.52
H -4.1737 0.5204 -3.0464 0.12 0.02 0.14 0.41
H -2.5144 1.0904 -2.8601 -0.06 -0.05 0.03 0.20
H -3.7179 1.4818 -1.6255 0.04 -0.10 -0.08 0.26
H -2.9034 -2.1381 -3.5507 0.07 -0.01 0.14 0.46
H -2.3867 -3.1737 -2.2041 0.00 0.13 -0.07 0.22
H -1.2737 -1.9699 -2.8769 -0.14 0.03 0.06 0.21
H -5.4496 -1.3529 -1.3279 0.10 -0.04 0.05 0.40
H -4.8277 -1.0595 0.3011 0.04 -0.04 -0.12 0.28
H -4.5542 -2.6258 -0.4876 0.00 0.11 0.01 0.26
H 2.2972 2.7775 -1.8550 0.04 0.08 0.13 0.15
H 3.5271 3.7924 -1.0966 -0.13 -0.11 0.09 0.45
H 1.8206 4.0029 -0.6699 0.09 -0.10 -0.04 0.26
H 3.8173 0.1922 -0.8987 0.02 0.08 0.11 0.25
H 4.4330 0.1280 0.7662 -0.02 0.07 -0.07 0.25
H 5.0691 1.3310 -0.3718 -0.11 -0.06 0.04 0.47
H 2.5540 3.3564 2.5738 0.09 -0.05 -0.08 0.31
H 4.0332 3.8127 1.7186 -0.06 -0.09 0.01 0.43
H 3.9943 2.3202 2.6653 -0.07 0.08 -0.07 0.30
H 2.7250 1.0192 4.3150 0.00 0.01 -0.01 0.60
H 4.8438 0.1870 5.2604 -0.01 -0.01 -0.01 0.42
H 5.8777 -1.8714 4.3531 -0.01 0.01 0.00 0.39
H 4.7809 -3.0967 2.5069 -0.01 0.04 0.02 0.42
H 2.6386 -2.2518 1.5600 0.01 0.01 0.01 0.29
H -0.3513 2.5645 2.2312 0.00 -0.02 0.02 0.25
H -1.7434 3.5954 4.0092 0.02 -0.05 0.02 0.43
H -2.0420 2.4255 6.1716 0.02 -0.02 -0.02 0.38
H -0.9559 0.2326 6.5524 0.00 0.03 -0.05 0.46
H 0.4461 -0.7749 4.7932 -0.02 0.06 -0.02 0.52
H 0.4793 -3.2039 -0.5188 -0.02 -0.02 0.00 0.25
H 0.2894 -5.4772 -1.4631 -0.05 0.01 0.03 0.44
H -1.6909 -6.8729 -0.9504 -0.01 0.01 0.00 0.37
H -3.4918 -5.9777 0.4928 0.00 0.00 0.00 0.42
H -3.3144 -3.6995 1.4111 -0.06 0.04 0.06 0.53
H -3.2754 0.2365 2.0665 0.02 -0.02 0.00 0.53
H -4.4666 0.3656 4.2409 0.02 -0.04 0.00 0.43
H -4.0241 -1.3269 5.9913 0.03 -0.01 -0.04 0.40
H -2.3804 -3.1331 5.5815 -0.01 0.05 -0.04 0.39
H -1.2028 -3.2610 3.4129 0.00 0.00 -0.02 0.52
O 0.1807 4.3680 -6.1700 -0.49 0.21 0.86 -0.71
C -0.4714 4.5561 -5.1166 -0.20 0.02 -0.25 0.35
O -1.2671 5.4686 -4.7749 0.71 -0.64 -0.25 -0.73
C -0.2937 3.4289 -4.0301 0.03 0.25 -0.26 -0.07
C -0.7767 3.6277 -2.7383 0.02 -0.01 -0.08 -0.76
C -0.5956 2.6431 -1.7911 -0.01 -0.03 0.13 -0.46
N 0.0152 1.4917 -2.0930 0.29 -0.21 -0.15 0.95
C 0.4700 1.2633 -3.3327 0.06 -0.12 0.05 0.74
C 0.3386 2.2212 -4.3219 -0.09 0.20 0.01 -0.50
C 1.1372 -0.1017 -3.5816 -0.07 -0.13 -0.22 -0.10
O 1.5071 -0.3510 -4.7238 -0.07 0.08 0.48 -0.75
O 1.2279 -0.8790 -2.5573 -0.04 -0.07 -0.23 -0.63
H -1.2864 4.5585 -2.5200 0.03 -0.06 0.01 0.51
H -0.9371 2.7463 -0.7607 0.07 -0.03 -0.20 0.25
H 0.7252 2.0420 -5.3143 0.01 -0.03 0.00 0.59

[2]
92
Properties=species:S:1:pos:R:3:forces:R:3:mulliken_charge:R:1 method="wB97M-V/def2-TZVPD" total_charge=-1
Al 0.1261 -0.7310 -0.8405 -0.92 -0.11 -0.18 -1.24
N 6.3341 -3.2073 5.0725 0.01 -0.02 0.02 -0.61
C 5.8298 -2.5978 3.9181 -0.04 0.01 0.01 1.08
C 4.6915 -1.7930 3.9856 0.02 -0.03 0.02 -0.88
C 4.2198 -1.1528 2.8552 0.02 0.01 -0.08 -0.08
C 4.8748 -1.3079 1.6414 0.05 0.09 0.07 -0.46
C 5.9988 -2.1112 1.5623 0.04 0.01 0.03 -0.36
C 6.4795 -2.7470 2.6948 -0.01 0.02 -0.04 -0.75
S 4.2725 -0.4924 0.1846 0.05 -0.10 0.12 1.38
O 5.0575 -0.9833 -0.9182 -0.04 0.00 -0.03 -0.80
O 4.2783 0.9246 0.4449 -0.01 0.04 0.05 -0.74
N 2.7168 -0.9133 0.0673 0.01 -0.16 -0.18 -0.05
C 2.3840 -2.2035 -0.0020 -0.20 0.19 0.08 0.29
N 3.1964 -3.2380 0.2807 -0.04 -0.20 -0.13 -0.45
C 2.6496 -4.4394 0.2560 0.14 0.02 0.04 -0.36
C 1.3127 -4.6959 -0.0282 -0.17 0.05 -0.03 -1.40
C 0.5360 -3.6010 -0.3382 0.09 -0.10 0.03 0.53
N 1.0710 -2.3818 -0.3491 0.46 0.40 0.11 0.48
H 5.6447 -3.3695 5.7895 0.00 0.00 0.00 0.23
H 6.8849 -4.0331 4.8984 0.00 0.01 0.00 0.23
H 4.1755 -1.6735 4.9316 0.00 0.00 0.00 0.29
H 3.3239 -0.5497 2.9139 -0.04 0.07 -0.02 0.27
H 6.4805 -2.2441 0.6035 -0.01 0.01 -0.01 0.50
H 7.3636 -3.3714 2.6308 0.00 0.00 0.00 0.28
H 3.3177 -5.2648 0.4875 0.03 0.02 -0.01 0.39
H 0.9093 -5.6962 -0.0193 -0.02 0.01 0.00 0.44
H -0.5172 -3.6333 -0.5860 -0.02 -0.02 -0.04 0.56
Te 1.0840 1.8697 -1.1410 0.32 -0.07 0.22 0.44
C 1.2282 4.1183 -1.0286 0.02 0.04 0.09 0.32
C 0.7771 5.0894 -1.9070 0.03 -0.05 -0.06 -0.23
C 1.1420 6.4241 -1.7480 0.00 0.00 0.00 -0.55
C 1.9852 6.8029 -0.7167 0.01 -0.01 0.00 -0.49
C 2.4782 5.8317 0.1456 -0.03 0.01 -0.04 -0.73
C 2.1052 4.5055 -0.0156 0.00 0.01 0.02 -0.20
C 0.6076 2.0919 0.9570 0.09 -0.04 0.02 0.14
C -0.6210 2.6608 1.2717 -0.05 -0.02 0.02 -0.11
C -0.9933 2.8253 2.5986 -0.03 -0.02 -0.04 -0.45
C -0.1464 2.4137 3.6181 0.01 -0.01 0.01 -0.73
C 1.0793 1.8435 3.3030 0.00 0.00 0.00 -0.48
C 1.4604 1.6847 1.9755 0.02 -0.05 0.04 0.20
H 0.1464 4.8129 -2.7420 0.09 -0.01 0.00 0.31
H 0.7636 7.1661 -2.4417 0.00 0.00 0.00 0.37
H 2.2688 7.8410 -0.5934 0.00 0.00 0.00 0.34
H 3.1601 6.1045 0.9422 0.00 -0.01 0.00 0.42
H 2.5215 3.7674 0.6603 -0.02 -0.02 0.00 0.25
H -1.2989 2.9788 0.4865 0.01 0.01 -0.02 0.03
H -1.9558 3.2665 2.8280 0.00 -0.01 0.02 0.42
H -0.4389 2.5389 4.6534 0.00 0.00 0.00 0.34
H 1.7569 1.5389 4.0932 -0.01 0.00 0.00 0.46
H 2.4338 1.2859 1.7281 0.05 -0.05 0.00 0.30
C -2.8836 -0.1303 1.5270 0.06 0.11 -0.02 -1.23
C -3.2664 -1.5682 1.1906 -0.06 -0.03 0.00 0.42
C -2.2170 -2.5544 1.7095 0.01 -0.02 0.02 -1.34
C -3.6410 -1.7885 -0.2674 0.08 0.09 -0.07 0.28
C -4.9776 -2.0380 -0.5345 -0.05 0.06 0.02 -0.69
C -5.4442 -2.3214 -1.8096 0.02 -0.02 -0.01 -1.28
C -4.5010 -2.4424 -2.8181 -0.03 0.00 -0.02 -0.87
C -3.1445 -2.2225 -2.6176 0.04 0.07 0.08 0.18
C -2.2357 -2.5508 -3.7944 -0.06 0.00 -0.02 0.50
C -1.6018 -1.3468 -4.4825 0.01 0.07 0.06 -1.23
C -1.1636 -3.5887 -3.4638 0.02 -0.01 0.01 -1.27
C -2.6730 -1.7693 -1.3349 -0.09 -0.10 0.14 1.18
N -1.3976 -1.4355 -1.1002 0.26 0.20 -0.22 0.62
H -2.6581 -0.0239 2.5924 0.00 0.00 0.01 0.50
H -3.6908 0.5607 1.2781 -0.04 0.01 -0.02 0.29
H -2.0057 0.1864 0.9675 0.05 0.01 -0.03 -0.10
H -4.1826 -1.7849 1.7533 0.01 0.01 0.00 0.57
H -1.2515 -2.3792 1.2396 -0.01 0.02 0.02 -0.02
H -2.5178 -3.5844 1.5022 0.00 0.00 0.00 0.34
H -2.0972 -2.4435 2.7911 0.00 -0.01 0.00 0.52
H -5.6777 -2.0132 0.2970 0.00 0.00 -0.02 0.30
H -6.4953 -2.4964 -2.0001 0.00 0.00 0.00 0.35
H -4.8253 -2.7405 -3.8114 -0.01 -0.01 0.00 0.33
H -2.8988 -3.0192 -4.5309 0.03 -0.01 -0.02 0.46
H -0.9345 -0.8138 -3.8084 0.00 -0.03 0.01 -0.09
H -2.3585 -0.6330 -4.8126 -0.02 0.01 -0.01 0.31
H -1.0278 -1.6693 -5.3568 0.00 0.03 -0.01 0.49
H -0.4312 -3.1642 -2.7816 0.04 0.00 0.04 -0.03
H -0.6385 -3.8940 -4.3732 -0.02 -0.02 0.00 0.53
H -1.6008 -4.4769 -3.0015 0.00 0.00 0.02 0.32
Te -0.6471 2.2654 -3.4309 -0.02 -0.08 -0.23 -0.27
C -2.3325 2.8323 -2.2907 0.01 0.03 0.01 -0.07
C -3.3513 1.9146 -2.0507 -0.04 -0.03 0.03 0.01
C -4.4744 2.2897 -1.3230 0.07 -0.07 -0.01 -0.55
C -4.5840 3.5771 -0.8188 -0.03 0.02 0.04 -0.45
C -3.5713 4.4975 -1.0546 -0.02 -0.03 -0.01 -0.67
C -2.4546 4.1303 -1.7929 -0.01 -0.03 0.02 -0.32
H -3.2773 0.9032 -2.4280 0.05 -0.09 0.02 0.30
H -5.2506 1.5563 -1.1485 -0.04 -0.02 0.03 0.44
H -5.4547 3.8638 -0.2413 0.00 -0.01 -0.01 0.37
H -3.6478 5.5059 -0.6658 0.00 0.00 0.00 0.39
H -1.6717 4.8549 -1.9682 -0.13 -0.03 0.04 0.32

[3]
38
Properties=species:S:1:pos:R:3:forces:R:3:nbo_charge:R:1 method="wB97M-V/def2-TZVPD" total_charge=+1
C 3.8646 2.6426 1.3042 0.31 -0.07 0.50 -0.26
O 4.0457 1.2119 1.0771 0.39 0.60 -1.29 -0.63
C 3.4716 0.9100 -0.2518 -1.06 -0.93 0.25 -0.11
C 2.7436 -0.4481 -0.2515 0.68 0.27 -0.03 -0.44
C 2.3550 -0.9442 1.1313 -0.08 -0.53 0.20 -0.39
C 1.4229 -2.1662 1.0390 -0.09 0.72 -0.25 -0.43
C 0.0783 -1.6969 0.5377 0.46 -0.56 0.52 0.17
C -0.3250 -2.0157 -0.7771 -0.12 0.02 -0.15 0.00
N -1.4480 -1.6148 -1.3026 0.34 0.28 0.24 -0.39
C -2.2312 -0.8528 -0.4894 -0.39 -0.03 -0.24 0.18
C -3.4660 -0.3410 -0.9863 0.03 0.15 -0.59 -0.43
P -4.1082 -0.6425 -2.7025 -1.08 -0.35 0.32 1.17
O -3.3956 -2.0244 -3.1519 0.12 0.71 -0.48 -0.97
Cl -3.0826 0.8902 -3.6844 0.34 -0.20 0.06 -0.35
C -4.2561 0.4346 -0.1673 0.25 0.02 0.40 0.28
O -5.4502 0.9615 -0.6099 0.28 -0.77 -0.08 -0.46
N -5.2731 2.1735 -1.4598 -0.32 0.76 -0.08 0.45
O -4.7231 3.0144 -0.9057 0.22 -0.17 -0.15 -0.19
C -3.8613 0.7271 1.1613 0.19 -0.22 -0.35 -0.22
C -2.6813 0.2348 1.6292 -0.19 0.30 0.41 -0.17
C -1.8348 -0.5637 0.8289 -0.14 0.25 0.42 0.09
N -0.6558 -0.9949 1.3588 -0.29 0.06 -0.69 -0.37
H 4.1542 3.2109 0.4248 -0.12 0.05 -0.16 0.19
H 4.5013 2.9599 2.1238 0.00 -0.23 0.18 0.22
H 2.8241 2.8041 1.5656 -0.11 0.10 -0.08 0.21
H 4.2419 0.8901 -1.0630 -0.11 0.40 0.19 0.14
H 2.7529 1.6844 -0.4948 0.13 0.27 -0.05 0.23
H 3.3920 -1.1827 -0.7319 -0.06 -0.21 0.03 0.20
H 1.8837 -0.3373 -0.9084 -0.17 -0.02 0.01 0.24
H 1.8495 -0.1862 1.7256 -0.05 0.18 -0.05 0.23
H 3.2476 -1.2312 1.6861 0.11 0.06 0.03 0.21
H 1.3017 -2.6038 2.0234 0.02 -0.14 0.10 0.25
H 1.8445 -2.8992 0.3535 0.02 -0.19 0.05 0.21
H 0.3388 -2.6235 -1.3785 -0.03 -0.08 -0.18 0.20
H -2.4412 -1.9080 -3.2630 0.14 -0.37 0.37 0.51
H -4.5033 1.3516 1.7604 -0.06 0.03 0.12 0.24
H -2.3634 0.4759 2.6327 0.11 -0.09 0.09 0.23
Cu 5.7864 0.6996 0.2164 0.33 -0.07 0.43 0.96

[4]
21
Properties=species:S:1:pos:R:3:forces:R:3:nbo_charge:R:1 method="wB97M-V/def2-TZVPD" smiles=O.O.O.O.O.O.O
O -1.7413 1.0759 -1.1133 0.64 0.26 -1.56 -0.98
H -2.3059 0.6878 -0.4656 -0.91 -0.26 1.42 0.50
H -1.3016 0.2560 -1.4141 0.16 0.52 0.10 0.49
O 2.1580 0.8055 0.5208 0.47 0.90 1.24 -1.03
H 2.6519 1.2158 1.2619 -0.20 -0.45 -0.64 0.48
H 1.4058 1.4722 0.3812 0.17 -0.57 -0.07 0.51
O 1.9620 -1.3565 -0.9942 0.78 0.00 0.08 -0.98
H 2.2385 -0.9485 -0.1550 -0.56 -0.08 0.10 0.50
H 2.5985 -0.8874 -1.5447 -0.23 -0.19 -0.61 0.48
O -2.3162 -0.3814 1.0686 0.53 -0.05 1.10 -0.97
H -2.4380 -1.2177 0.6287 -0.28 -0.44 -0.18 0.46
H -1.4429 -0.5284 1.5341 -0.94 0.66 -0.34 0.51
O 0.2445 2.4324 -0.0197 -0.63 -0.12 0.86 -0.95
H -0.6176 1.9590 -0.1514 0.16 0.01 0.14 0.52
H 0.4891 2.5132 -0.9254 0.50 0.50 -1.24 0.47
O -0.7265 -1.4286 -0.9832 -0.14 0.86 1.04 -0.99
H 0.1895 -1.5966 -1.1884 1.22 -0.17 -0.46 0.52
H -1.2822 -1.9544 -1.5138 -0.80 -1.23 -1.06 0.48
O 0.2766 -1.0296 1.6819 -0.36 -0.73 -1.45 -1.00
H -0.1252 -1.4025 0.8220 1.43 0.85 1.61 0.49
H 1.0829 -0.5108 1.4426 -0.99 -0.25 -0.08 0.50

Going through the records in order, we get Kohn-Sham gap values of 0.227; 0.199; 0.178; 0.413 Eh.
Going through the records in order, we get lowest unoccupied orbital energy values of 0.91; 1.73; -5.91; 0.29 eV.